Version w
Formula: C3H6N4O
Source: the OMol25 dataset
Level of theory: the ωB97M-V functional and the def2-TZVPD basis

Computed properties:
HOMO level ... -8.7 eV
Kohn-Sham gap ... 0.3094 hartree

ORCA input file:
```
! RIJCOSX wB97M-V def2-TZVPD def2/J DEFGRID3
* xyz 0 1
C 0.41541 -1.33745 0.73877
C 0.71815 0.15635 0.50140
C 0.02889 0.87622 -0.52008
H -0.80025 -1.38333 0.71924
H 0.65687 -1.67910 -0.15430
H 0.86997 -1.70887 1.70054
H 0.43374 2.78245 1.61589
H -0.73912 -2.00254 -1.29523
H -2.39488 -0.74356 -2.24993
N 1.29916 0.95223 1.32262
N 1.32390 2.24395 0.88686
N -0.68120 0.47201 -1.58245
N -1.62633 -0.77180 -1.31781
O 0.49568 2.14343 -0.36553
*
```

Version x
Formula: C3H6N4O
Source: the OMol25 dataset
Level of theory: the ωB97M-V functional and the def2-TZVPD basis

Computed properties:
HOMO level (alpha / beta) ... -7.8 / -7.8 eV
Kohn-Sham gap (alpha / beta) ... 0.3099 / 0.3099 hartree

ORCA input file:
```
! RIJCOSX wB97M-V def2-TZVPD def2/J DEFGRID3
* xyz 0 1
C 0.59731 -0.96444 0.01259
C 1.69622 -0.07578 0.07060
C -2.70994 0.45324 0.05741
N -0.06942 1.22765 -0.04498
N -1.71576 -0.52569 0.05773
N -0.53064 -0.12533 0.04720
N 3.04633 -0.30137 0.12300
O 1.28144 1.20241 0.00813
H 0.53209 -2.02569 -0.06072
H -3.57004 0.04536 -0.45545
H -2.86953 0.81948 1.12929
H -2.41409 1.42684 -0.33776
H 3.60824 0.15460 -0.57049
H 3.11778 -1.31129 -0.03654
*
```

Energies relative to the minimum, eV: version w 4.298; version x 0.000

Version w
Formula: C3H6N4O
Source: the OMol25 dataset
Level of theory: the ωB97M-V functional and the def2-TZVPD basis

Computed properties:
SMILES ... [H]/N=c1\ncn(O)n1C
HOMO level ... -9.3 eV
Kohn-Sham gap ... 0.3561 hartree

ORCA input file:
```
! RIJCOSX wB97M-V def2-TZVPD def2/J DEFGRID3
* xyz 0 1
H 2.78680 -1.38318 0.45698
N 2.12607 -0.60744 0.05026
C 0.95840 -0.77228 -0.12193
N 0.03990 -1.88371 -0.07690
C -1.09954 -1.50920 -0.17098
N -1.34622 -0.15082 -0.55091
O -2.29472 0.30517 0.19592
N 0.03304 0.34541 0.07240
C 0.63079 1.60742 -0.21874
H -1.96181 -2.05792 -0.17064
H -2.26907 0.09404 1.08617
H 1.32318 1.95711 0.73077
H 1.28738 1.66779 -1.14878
H -0.21420 2.38761 -0.13362
*
```

Version x
Formula: C3H6N4O
Source: the OMol25 dataset
Level of theory: the ωB97M-V functional and the def2-TZVPD basis

Computed properties:
SMILES ... [H]/N=C1/NNC/C1=N/O
HOMO level ... -9.4 eV
Kohn-Sham gap ... 0.3376 hartree

ORCA input file:
```
! RIJCOSX wB97M-V def2-TZVPD def2/J DEFGRID3
* xyz 0 1
H 1.88618 1.67052 0.13421
N 1.00430 2.02401 0.00114
C 0.15369 1.03397 -0.18609
N -1.17630 1.01431 -0.16197
N -1.82006 -0.21190 0.80175
C -0.93590 -1.16147 -0.23628
C 0.36088 -0.43082 -0.30746
N 1.44793 -1.16962 -0.04506
O 2.52992 -0.20687 0.41188
H -1.44318 1.90770 0.25694
H -2.84619 -0.37807 0.46976
H -1.41120 -0.98071 -1.38339
H -0.90362 -2.22998 0.04610
H 3.15355 -0.88105 0.19845
*
```

Version y
Formula: C3H6N4O
Source: the OMol25 dataset
Level of theory: the ωB97M-V functional and the def2-TZVPD basis

Computed properties:
SMILES ... NC1=NC(=O)NCN1
HOMO level ... -9.2 eV
Kohn-Sham gap ... 0.3557 hartree

ORCA input file:
```
! RIJCOSX wB97M-V def2-TZVPD def2/J DEFGRID3
* xyz 0 1
N -2.03373 -1.21213 -0.09450
C -0.83996 -0.64311 -0.00714
N 0.23507 -1.37109 0.20998
C 1.46164 -0.86926 -0.07329
O 2.50219 -1.47713 0.05653
N 1.50420 0.42767 -0.41993
C 0.55049 1.36231 0.25494
N -0.79318 0.77475 0.00601
H -2.04715 -2.24497 -0.06628
H -2.94595 -0.61840 -0.11026
H 2.49262 0.70483 -0.39372
H 0.74657 1.47361 1.40614
H 0.65253 2.34766 -0.19632
H -1.48534 1.34524 -0.57217
*
```

Version z
Formula: C3H6N4O
Source: the OMol25 dataset
Level of theory: the ωB97M-V functional and the def2-TZVPD basis

Computed properties:
SMILES ... [H]/N=C(N)/N=C(\N)C=O
HOMO level ... -9.4 eV
Kohn-Sham gap ... 0.3281 hartree

ORCA input file:
```
! RIJCOSX wB97M-V def2-TZVPD def2/J DEFGRID3
* xyz 0 1
H 2.18377 0.73517 -1.51379
N 1.44676 0.25693 -1.05963
C 0.68601 0.92484 -0.24241
N 0.74390 2.33995 -0.18567
N -0.26773 0.46267 0.51212
C -0.63842 -0.75978 0.23857
N -0.26301 -1.68827 -0.63219
C -1.75457 -1.08360 1.22402
O -2.58341 -2.06256 0.95162
H 1.69920 2.62523 -0.36632
H 0.62134 2.81016 0.83544
H 0.46922 -1.48334 -1.32109
H -0.62760 -2.67721 -0.66685
H -1.71548 -0.40019 2.22618
*
```

Energies relative to the minimum, eV: version w 5.363; version x 6.235; version y 0.000; version z 1.636

Version w
Formula: C3H6N4O
Source: the OMol25 dataset
Level of theory: the ωB97M-V functional and the def2-TZVPD basis

Computed properties:
HOMO level ... -9.2 eV
Kohn-Sham gap ... 0.3514 hartree

ORCA input file:
```
! RIJCOSX wB97M-V def2-TZVPD def2/J DEFGRID3
* xyz 0 1
C 0.38751 -0.00684 -0.07146
C -1.66742 -0.71285 -0.05494
C -1.61968 0.87724 0.16969
H 1.17679 -1.53118 0.51083
H 3.02347 -1.49687 -0.66064
H 2.05163 0.85839 0.28068
H -2.32765 1.43559 -0.73404
H -1.92526 1.07085 1.33224
H -0.17997 1.89997 -0.61133
N 2.42179 -1.02922 0.26066
N 1.75811 0.10951 -0.28466
N -0.30187 -1.09410 -0.04238
N -0.26636 1.11256 0.00323
O -2.53109 -1.49306 -0.09789
*
```

Version x
Formula: C3H6N4O
Source: the OMol25 dataset
Level of theory: the ωB97M-V functional and the def2-TZVPD basis

Computed properties:
SMILES ... [H]/N=C/NO/C=N\N=C
HOMO level ... -8.8 eV
Kohn-Sham gap ... 0.3318 hartree

ORCA input file:
```
! RIJCOSX wB97M-V def2-TZVPD def2/J DEFGRID3
* xyz 0 1
H -2.28331 1.43232 -0.87340
N -1.78089 1.14812 -0.01098
C -1.77185 -0.10009 -0.13284
N -1.01184 -0.88650 0.80853
O -0.34114 -1.92797 0.26959
C 1.08054 -1.69412 -0.17018
N 1.66541 -0.56670 -0.21304
N 1.37588 0.43171 0.66908
C 1.41118 1.60937 0.15141
H -2.19426 -0.84536 -0.81175
H -0.37125 -0.27181 1.29795
H 1.36009 -2.52306 -0.80282
H 1.99969 1.78394 -0.77458
H 0.86174 2.41014 0.59303
*
```

Version y
Formula: C3H6N4O
Source: the OMol25 dataset
Level of theory: the ωB97M-V functional and the def2-TZVPD basis

Computed properties:
SMILES ... CN1NN=N[C@]12CO2
HOMO level ... -9.0 eV
Kohn-Sham gap ... 0.3593 hartree

ORCA input file:
```
! RIJCOSX wB97M-V def2-TZVPD def2/J DEFGRID3
* xyz 0 1
C -1.35133 0.66507 0.13839
N -0.05117 0.48146 0.74370
N 0.87924 1.57994 0.46697
N 1.83665 1.20626 -0.28261
N 1.79274 0.00047 -0.63012
C 0.61868 -0.57752 0.06228
C 0.04269 -1.81760 -0.35051
O 0.98746 -1.72718 0.78521
H -1.81779 1.55504 0.35177
H -1.26090 0.72702 -1.02355
H -1.88172 -0.17142 0.32558
H 0.62569 2.44774 0.93045
H -0.98492 -2.17263 -0.24947
H 0.56468 -2.19665 -1.26808
*
```

Energies relative to the minimum, eV: version w 0.000; version x 0.902; version y 0.536

Version w
Formula: C2H6N2
Source: the OMol25 dataset
Level of theory: the ωB97M-V functional and the def2-TZVPD basis

Computed properties:
SMILES ... [H]/N=C/NC
HOMO level ... -8.8 eV
Kohn-Sham gap ... 0.3626 hartree

ORCA input file:
```
! RIJCOSX wB97M-V def2-TZVPD def2/J DEFGRID3
* xyz 0 1
H 2.28157 0.14113 -1.24519
N 1.39380 -0.34758 -1.15850
C 0.72850 0.16259 -0.19942
N -0.47119 -0.33928 0.18549
C -1.42959 0.33294 1.02188
H 1.08740 1.00858 0.39605
H -0.79703 -1.05774 -0.44612
H -2.40262 0.38142 0.53861
H -1.56056 -0.17293 1.97976
H -1.11843 1.35033 1.24691
*
```

Version x
Formula: C2H6N2
Source: the OMol25 dataset
Level of theory: the ωB97M-V functional and the def2-TZVPD basis

Computed properties:
SMILES ... C=NNC
HOMO level ... -7.9 eV
Kohn-Sham gap ... 0.3340 hartree

ORCA input file:
```
! RIJCOSX wB97M-V def2-TZVPD def2/J DEFGRID3
* xyz 0 1
C 1.81597 0.09105 0.20572
N 0.72802 -0.45627 -0.24167
N -0.39559 0.21314 -0.24173
C -1.80353 -0.07663 0.17795
H 1.87229 1.17630 0.37170
H 2.65946 -0.42147 0.37062
H -0.41403 1.24086 -0.64882
H -2.37760 0.94850 0.39942
H -1.79944 -0.60914 1.15147
H -2.34237 -0.71955 -0.56260
*
```

Version y
Formula: C2H6N2
Source: the OMol25 dataset
Level of theory: the ωB97M-V functional and the def2-TZVPD basis

Computed properties:
SMILES ... C/C=N\N
HOMO level ... -8.6 eV
Kohn-Sham gap ... 0.3548 hartree

ORCA input file:
```
! RIJCOSX wB97M-V def2-TZVPD def2/J DEFGRID3
* xyz 0 1
C 0.98973 0.36152 -0.50831
C 0.31793 -0.96902 -0.17380
N -0.82464 -0.98675 0.38984
N -1.42564 0.19601 0.68266
H 1.34230 0.71038 0.55011
H 0.21902 1.10342 -0.90899
H 1.91278 0.30285 -1.14632
H 0.66591 -1.90842 -0.54790
H -2.26530 0.17469 1.23222
H -0.93210 1.01530 0.43050
*
```

Version z
Formula: C2H6N2
Source: the OMol25 dataset
Level of theory: the ωB97M-V functional and the def2-TZVPD basis

Computed properties:
SMILES ... [H]/N=C/NC
HOMO level ... -8.0 eV
Kohn-Sham gap ... 0.3321 hartree

ORCA input file:
```
! RIJCOSX wB97M-V def2-TZVPD def2/J DEFGRID3
* xyz 0 1
H -2.84154 0.21816 0.11681
N -2.11002 0.22517 -0.58308
C -0.92284 0.40937 -0.12532
N 0.03331 -0.51948 0.05196
C 1.43629 -0.15716 0.01796
H -0.70645 1.38150 0.36139
H -0.27763 -1.47746 0.05761
H 1.85712 -0.08559 -0.98199
H 2.01764 -0.83113 0.63142
H 1.51412 0.83662 0.45325
*
```

Energies relative to the minimum, eV: version w 0.000; version x 2.693; version y 1.247; version z 1.350

Version w
Formula: C2H6N2
Source: the OMol25 dataset
Level of theory: the ωB97M-V functional and the def2-TZVPD basis

Computed properties:
SMILES ... C/N=C\N
HOMO level ... -9.1 eV
Kohn-Sham gap ... 0.3718 hartree

ORCA input file:
```
! RIJCOSX wB97M-V def2-TZVPD def2/J DEFGRID3
* xyz 0 1
C 0.95952 0.93766 -0.52738
N -0.47640 0.76781 -0.42586
C -1.15001 -0.19053 0.07007
N -0.58681 -1.42967 0.64342
H 1.51622 0.44428 0.34445
H 1.08144 2.05447 -0.46663
H 1.18166 0.57486 -1.57548
H -2.28674 0.00666 0.14897
H 0.15457 -1.80706 0.10975
H -0.39345 -1.35849 1.67870
*
```

Version x
Formula: C2H6N2
Source: the OMol25 dataset
Level of theory: the ωB97M-V functional and the def2-TZVPD basis

Computed properties:
SMILES ... [H]/N=C/NC
HOMO level ... -8.8 eV
Kohn-Sham gap ... 0.3638 hartree

ORCA input file:
```
! RIJCOSX wB97M-V def2-TZVPD def2/J DEFGRID3
* xyz 0 1
H 2.19271 -1.85813 0.97833
N 1.61315 -1.03415 0.96123
C 0.42976 -0.88298 0.42800
N -0.08139 0.43132 0.45353
C -0.93270 0.80516 -0.58261
H -0.06456 -1.69944 -0.06111
H 0.56619 1.22123 0.57231
H -1.18611 0.06673 -1.33831
H -1.83263 1.38554 -0.15357
H -0.70442 1.56473 -1.25780
*
```

Energies relative to the minimum, eV: version w 0.000; version x 0.246

Version w
Formula: C2H6N2
Source: the OMol25 dataset
Level of theory: the ωB97M-V functional and the def2-TZVPD basis

Computed properties:
HOMO level ... -8.1 eV
Kohn-Sham gap ... 0.3229 hartree

ORCA input file:
```
! RIJCOSX wB97M-V def2-TZVPD def2/J DEFGRID3
* xyz 0 1
C -0.93578 -0.36262 -0.62285
N 0.76046 1.03483 0.67205
C 0.50276 -0.30044 0.14169
N -0.14515 -1.39811 0.56731
H -0.72604 -0.94906 -1.52944
H -1.03446 0.72254 -0.99115
H -1.91039 -0.35370 -0.16728
H 0.32147 1.06866 1.58416
H 1.75568 1.20285 0.72411
H 1.41145 -0.66495 -0.37859
*
```

Version x
Formula: C2H6N2
Source: the OMol25 dataset
Level of theory: the ωB97M-V functional and the def2-TZVPD basis

Computed properties:
SMILES ... C=N.C=N
HOMO level ... -10.2 eV
Kohn-Sham gap ... 0.4112 hartree

ORCA input file:
```
! RIJCOSX wB97M-V def2-TZVPD def2/J DEFGRID3
* xyz 0 1
C -0.06045 -1.92699 0.99125
N 1.18535 -1.76987 1.03920
H -0.72816 -1.06941 0.88819
H -0.61185 -2.86827 0.90964
H 1.67377 -2.66442 0.98563
C -0.60510 1.89274 -0.82583
N 0.34715 2.71567 -0.79119
H -1.36491 1.98613 -0.05035
H -0.83668 1.14383 -1.58535
H 1.00088 2.56058 -1.56121
*
```

Energies relative to the minimum, eV: version w 2.798; version x 0.000